(1)
Here is 13 unconnected molecules or ions with the total composition C69H171N13O3 from the Open Molecules 2025 dataset. Energies are from the ωB97M-V functional and the def2-TZVPD basis.

CARTESIAN COORDINATES (ANGSTROEM)
C1 2.09 -5.71 2.12
C2 3.51 -5.15 2.04
N1 3.73 -3.91 2.76
C3 3.72 -4.16 4.21
C4 4.24 -2.98 5.01
C5 2.86 -2.83 2.38
C6 2.94 -2.50 0.90
H1 1.73 -5.89 3.13
H2 2.04 -6.65 1.56
H3 1.34 -5.05 1.68
H4 4.18 -5.92 2.40
H5 3.71 -5.00 0.97
H6 2.71 -4.41 4.57
H7 4.33 -5.04 4.39
H8 5.17 -2.62 4.58
H9 3.53 -2.16 5.08
H10 4.41 -3.31 6.03
H11 3.03 -1.91 2.93
H12 1.82 -3.07 2.65
H13 3.94 -2.21 0.60
H14 2.34 -1.61 0.67
H15 2.56 -3.32 0.28
C7 -3.05 -2.15 3.51
C8 -1.98 -3.24 3.44
N2 -0.79 -2.98 4.21
C9 0.26 -3.98 4.07
C10 -0.20 -5.32 4.65
C11 -0.25 -1.61 4.06
C12 0.06 -1.15 2.66
H16 -3.24 -1.85 4.55
H17 -3.95 -2.46 3.00
H18 -2.72 -1.22 3.04
H19 -2.43 -4.16 3.80
H20 -1.71 -3.38 2.37
H21 0.57 -4.08 3.02
H22 1.16 -3.65 4.59
H23 -0.93 -5.80 4.00
H24 0.62 -6.04 4.74
H25 -0.64 -5.13 5.62
H26 0.64 -1.56 4.69
H27 -0.98 -0.98 4.59
H28 0.44 -0.13 2.57
H29 -0.82 -1.17 2.00
H30 0.77 -1.80 2.15
C13 2.35 2.13 2.66
C14 3.71 1.52 2.33
N3 4.81 2.35 2.85
C15 4.87 2.28 4.30
C16 5.92 3.24 4.87
C17 6.07 2.15 2.13
C18 6.56 0.70 2.16
H31 2.07 1.92 3.69
H32 1.60 1.78 1.95
H33 2.42 3.21 2.50
H34 3.81 0.50 2.72
H35 3.82 1.42 1.25
H36 3.90 2.54 4.72
H37 5.14 1.26 4.64
H38 5.81 4.25 4.49
H39 5.77 3.30 5.95
H40 6.93 2.85 4.74
H41 6.90 2.77 2.50
H42 5.93 2.52 1.12
H43 6.85 0.37 3.16
H44 7.39 0.61 1.46
H45 5.77 0.00 1.87
C19 4.86 0.46 -1.39
C20 5.20 1.04 -2.77
N4 4.46 0.44 -3.87
C21 5.02 0.84 -5.16
C22 6.25 -0.01 -5.52
C23 3.03 0.72 -3.78
C24 2.19 -0.24 -4.62
H46 4.40 1.22 -0.76
H47 5.79 0.18 -0.91
H48 4.19 -0.40 -1.46
H49 5.17 2.14 -2.77
H50 6.26 0.85 -2.95
H51 5.23 1.92 -5.19
H52 4.29 0.58 -5.92
H53 6.97 0.05 -4.70
H54 6.74 0.35 -6.42
H55 5.94 -1.05 -5.63
H56 2.69 0.62 -2.75
H57 2.83 1.77 -4.05
H58 2.36 -0.14 -5.69
H59 2.32 -1.27 -4.28
H60 1.12 -0.02 -4.52
C25 4.28 -3.37 -3.18
C26 3.18 -4.40 -2.85
N5 3.19 -5.59 -3.72
C27 3.11 -5.30 -5.16
C28 1.77 -4.68 -5.55
C29 4.32 -6.49 -3.44
C30 4.09 -7.36 -2.20
H61 4.28 -2.56 -2.46
H62 4.04 -2.96 -4.16
H63 5.26 -3.84 -3.21
H64 3.29 -4.77 -1.83
H65 2.18 -3.97 -2.92
H66 3.92 -4.63 -5.48
H67 3.27 -6.24 -5.68
H68 0.96 -5.29 -5.16
H69 1.65 -3.64 -5.25
H70 1.68 -4.66 -6.64
H71 5.28 -5.97 -3.38
H72 4.43 -7.22 -4.25
H73 4.28 -6.84 -1.26
H74 4.80 -8.19 -2.22
H75 3.11 -7.84 -2.17
C31 0.89 3.24 -1.82
C32 2.30 3.47 -1.34
N6 2.76 4.86 -1.45
C33 2.59 5.44 -2.78
C34 3.32 4.78 -3.96
C35 4.16 4.96 -1.05
C36 4.32 4.84 0.46
H76 0.15 3.95 -1.45
H77 0.54 2.29 -1.41
H78 0.79 3.21 -2.91
H79 2.21 3.30 -0.26
H80 3.02 2.73 -1.71
H81 1.52 5.36 -3.02
H82 2.79 6.51 -2.73
H83 3.25 5.44 -4.83
H84 4.34 4.44 -3.80
H85 2.80 3.89 -4.32
H86 4.58 5.93 -1.35
H87 4.81 4.24 -1.57
H88 4.33 3.78 0.70
H89 3.53 5.32 1.03
H90 5.31 5.17 0.80
C37 -2.40 -3.64 -0.25
C38 -2.58 -3.48 -1.74
N7 -3.08 -2.16 -2.12
C39 -3.27 -2.03 -3.56
C40 -1.98 -2.15 -4.36
C41 -4.19 -1.65 -1.32
C42 -5.46 -2.50 -1.37
H91 -1.81 -2.82 0.16
H92 -1.92 -4.56 0.10
H93 -3.34 -3.66 0.31
H94 -1.60 -3.63 -2.21
H95 -3.20 -4.30 -2.14
H96 -4.01 -2.73 -3.96
H97 -3.67 -1.01 -3.70
H98 -1.29 -1.36 -4.07
H99 -1.47 -3.11 -4.21
H100 -2.21 -2.10 -5.43
H101 -4.30 -0.65 -1.75
H102 -3.92 -1.47 -0.28
H103 -5.74 -2.76 -2.39
H104 -6.28 -2.11 -0.77
H105 -5.24 -3.46 -0.87
C43 -1.28 2.38 3.22
C44 -1.81 3.30 4.32
N8 -3.21 3.08 4.65
C45 -3.64 4.07 5.62
C46 -5.15 4.19 5.77
C47 -3.48 1.69 5.03
C48 -2.62 1.12 6.14
H106 -1.99 2.33 2.40
H107 -1.19 1.35 3.59
H108 -0.32 2.72 2.82
H109 -1.19 3.35 5.22
H110 -1.66 4.30 3.90
H111 -3.30 5.07 5.32
H112 -3.13 3.91 6.59
H113 -5.63 4.17 4.79
H114 -5.44 5.16 6.17
H115 -5.61 3.35 6.29
H116 -4.52 1.64 5.36
H117 -3.39 1.11 4.11
H118 -2.99 0.12 6.40
H119 -1.55 1.09 5.95
H120 -2.77 1.68 7.07
C49 -3.01 5.91 -2.99
C50 -2.82 4.41 -2.72
N9 -3.57 3.55 -3.66
C51 -3.21 2.15 -3.41
C52 -1.80 1.75 -3.77
C53 -5.00 3.75 -3.48
C54 -5.88 2.97 -4.44
H121 -2.34 6.45 -2.32
H122 -4.02 6.27 -2.79
H123 -2.80 6.23 -4.01
H124 -1.77 4.24 -2.92
H125 -3.11 4.21 -1.68
H126 -3.53 1.79 -2.42
H127 -3.86 1.56 -4.07
H128 -1.06 2.43 -3.37
H129 -1.56 0.83 -3.23
H130 -1.60 1.57 -4.83
H131 -5.17 4.82 -3.64
H132 -5.27 3.54 -2.43
H133 -6.91 3.33 -4.42
H134 -5.94 1.90 -4.23
H135 -5.48 3.01 -5.46
C55 -9.30 3.11 3.31
C56 -7.81 3.25 3.03
N10 -7.39 2.33 1.97
C57 -7.87 2.65 0.64
C58 -7.24 3.89 -0.03
C59 -5.96 2.10 2.02
C60 -5.49 0.97 1.09
H136 -9.52 2.13 3.74
H137 -9.91 3.25 2.42
H138 -9.61 3.92 3.97
H139 -7.54 4.29 2.78
H140 -7.21 2.99 3.90
H141 -7.67 1.79 -0.01
H142 -8.95 2.70 0.60
H143 -7.53 4.77 0.56
H144 -6.16 3.91 -0.11
H145 -7.70 4.01 -1.01
H146 -5.68 1.75 3.01
H147 -5.33 2.98 1.83
H148 -6.07 0.08 1.31
H149 -4.45 0.81 1.41
H150 -5.42 1.21 0.03
C61 0.76 -2.00 -1.65
C62 0.45 -0.67 -1.00
O1 1.34 0.13 -0.75
N11 -0.86 -0.40 -0.79
C63 -1.29 0.77 -0.07
H151 0.05 -2.74 -1.28
H152 1.75 -2.31 -1.35
H153 0.74 -1.98 -2.74
H154 -1.57 -1.04 -1.15
H155 -0.48 1.35 0.36
H156 -1.95 0.48 0.76
H157 -1.88 1.39 -0.75
C64 -3.49 5.28 0.94
C65 -2.01 5.04 0.71
O2 -1.66 3.95 0.28
N12 -1.16 6.02 1.06
C66 0.28 5.83 0.94
H158 -3.91 6.06 0.30
H159 -3.65 5.53 1.99
H160 -4.05 4.38 0.68
H161 -1.53 6.94 1.21
H162 0.52 4.85 1.32
H163 0.78 6.63 1.49
H164 0.65 5.97 -0.08
C67 0.53 -6.03 -0.89
C68 -0.05 -7.02 -1.88
O3 -1.04 -7.67 -1.59
N13 0.52 -7.06 -3.12
C69 0.11 -8.06 -4.07
H165 0.12 -6.23 0.10
H166 0.25 -5.00 -1.11
H167 1.61 -6.08 -0.79
H168 1.34 -6.48 -3.33
H169 -0.60 -8.77 -3.64
H170 0.97 -8.65 -4.39
H171 -0.43 -7.63 -4.92

Summary:
- calculated total energy (eV) = -99839.796
- Kohn-Sham gap (eV) = 8.6
- energy relative to the best compared isomer or geometry (same formula, charge and spin) (kcal per mole) = 0.0

Atom charges from the Löwdin analysis, given in e for atoms 1 to 6: -0.084, -0.233, -0.161, -0.254, -0.081, -0.270

=====

(2)
Here is a molecular structure, C5H14N2 from the Open Molecules 2025 dataset. Energies are from the ωB97M-V functional and the def2-TZVPD basis.

CARTESIAN COORDINATES (ANGSTROEM)
C1 -0.43 -3.23 1.82
N1 0.06 -0.73 -0.60
C2 -0.17 0.42 -1.16
C3 -0.09 1.77 -0.48
C4 0.39 1.72 0.98
N2 1.66 1.03 1.23
C5 -0.55 0.47 -2.64
H1 -1.33 -3.18 1.21
H2 -0.69 -3.22 2.87
H3 0.11 -4.13 1.56
H4 0.17 -2.35 1.62
H5 -0.98 -0.30 -0.37
H6 -1.07 2.30 -0.56
H7 0.63 2.36 -1.06
H8 -0.36 1.20 1.58
H9 0.47 2.73 1.38
H10 2.45 1.56 0.87
H11 1.63 0.13 0.77
H12 -0.57 -0.54 -3.03
H13 -1.52 0.94 -2.81
H14 0.19 1.06 -3.18

Summary:
- calculated total energy (eV) = -8388.974
- Kohn-Sham gap (eV) = 8.8
- energy relative to the best compared isomer or geometry (same formula, charge and spin) (kcal per mole) = 84.1

Atom charges from the Löwdin analysis, given in e for atoms 1 to 6: -0.054, 0.078, -0.483, -0.157, -0.285, -0.008

=====

(3)
Here is a molecular structure, C32H27N10O3STeW from the Open Molecules 2025 dataset. Energies are from the ωB97M-V functional and the def2-TZVPD basis.

CARTESIAN COORDINATES (ANGSTROEM)
W1 -0.40 -0.33 0.39
O1 -4.23 1.42 0.12
C1 -4.08 2.48 -0.72
C2 -5.16 3.26 -1.11
C3 -5.00 4.28 -2.04
C4 -3.75 4.50 -2.61
C5 -2.67 3.75 -2.22
C6 -2.81 2.74 -1.26
C7 -1.67 1.93 -0.88
O2 -1.70 1.15 0.20
N1 -0.61 1.90 -1.63
N2 0.31 1.02 -1.11
C8 1.54 1.07 -1.67
C9 2.52 0.28 -1.08
C10 3.78 0.05 -1.66
C11 4.65 -0.83 -1.06
C12 4.27 -1.40 0.15
C13 3.05 -1.09 0.70
N3 2.13 -0.30 0.11
H1 -5.16 1.32 0.37
H2 -6.13 3.07 -0.69
H3 -5.85 4.88 -2.33
H4 -3.63 5.27 -3.36
H5 -1.69 3.91 -2.64
H6 1.71 1.70 -2.53
H7 4.02 0.55 -2.59
H8 5.61 -1.05 -1.51
H9 4.93 -2.08 0.67
H10 2.79 -1.51 1.66
N4 0.80 -1.41 -3.17
C14 1.08 -2.22 -2.13
N5 1.83 -3.28 -2.37
C15 1.98 -4.15 -1.34
N6 2.79 -5.21 -1.55
N7 1.37 -4.03 -0.16
C16 0.66 -2.94 0.01
N8 0.53 -1.90 -0.93
C17 -0.17 -2.64 1.25
C18 -0.45 -3.84 2.10
C19 0.00 -3.91 3.38
C20 0.76 -2.85 3.92
C21 0.95 -1.71 3.18
N9 0.52 -1.54 1.92
H11 1.23 -1.61 -4.06
H12 0.33 -0.54 -3.03
H13 2.93 -5.45 -2.52
H14 2.69 -5.97 -0.90
H15 -1.06 -4.60 1.64
H16 -0.24 -4.77 3.99
H17 1.17 -2.92 4.92
H18 1.49 -0.87 3.60
O3 -1.35 -2.03 0.76
N10 -1.55 -0.03 2.31
C22 -2.58 -0.65 2.93
C23 -2.88 -0.45 4.25
C24 -2.11 0.44 5.00
C25 -1.06 1.11 4.37
C26 -0.81 0.86 3.03
S1 0.47 1.58 2.10
H19 -3.15 -1.34 2.31
H20 -3.72 -0.96 4.70
H21 -2.31 0.60 6.05
H22 -0.44 1.81 4.90
Te1 -2.39 -1.08 -1.44
C27 -3.26 0.15 -3.01
C28 -2.50 0.57 -4.11
C29 -3.08 1.28 -5.14
C30 -4.42 1.60 -5.11
C31 -5.18 1.21 -4.02
C32 -4.61 0.48 -2.99
H23 -1.45 0.33 -4.16
H24 -2.48 1.58 -5.99
H25 -4.88 2.15 -5.92
H26 -6.24 1.45 -3.98
H27 -5.21 0.15 -2.16

Summary:
- calculated total energy (eV) = -74619.380
- 2S+1 = 2
- ⟨S²⟩ = 0.772
- Kohn-Sham gap (alpha / beta) (eV) = 5.1 / 6.0
- energy relative to the best compared isomer or geometry (same formula, charge and spin) (kcal per mole) = 77.1

Atom charges from the Löwdin analysis, given in e for atoms 1 to 6: 1.666, 0.032, -0.273, -0.028, -0.080, -0.085

=====

(4)
Here is a molecular structure, C31H32CdCl4N3O4 from the Open Molecules 2025 dataset. Energies are from the ωB97M-V functional and the def2-TZVPD basis.

CARTESIAN COORDINATES (ANGSTROEM)
Cd1 0.03 0.06 -0.19
Cl1 -5.55 1.82 3.10
C1 -3.99 1.92 2.37
C2 -3.53 3.10 1.82
Cl2 -4.54 4.51 1.84
C3 -2.26 3.15 1.23
Cl3 -1.69 4.62 0.50
C4 -1.41 2.04 1.19
O1 -0.24 2.08 0.61
C5 -1.90 0.81 1.75
O2 -1.14 -0.27 1.65
C6 -3.16 0.79 2.33
Cl4 -3.70 -0.73 2.98
O3 -0.33 -1.24 3.91
C7 -0.75 -2.56 3.76
N1 0.31 -3.49 4.11
C8 1.21 -4.09 3.29
O4 1.97 -4.96 3.67
C9 1.22 -3.66 1.85
C10 1.23 -4.61 0.84
C11 1.23 -4.18 -0.48
C12 1.24 -2.83 -0.74
N2 1.27 -1.91 0.23
C13 1.27 -2.32 1.50
H1 -0.68 -0.74 3.13
H2 -1.07 -2.75 2.74
H3 -1.59 -2.78 4.42
H4 0.41 -3.76 5.08
H5 1.22 -5.66 1.10
H6 1.22 -4.89 -1.30
H7 1.20 -2.44 -1.76
H8 1.28 -1.55 2.26
C14 1.46 -1.08 -6.83
C15 1.61 -0.70 -5.38
C16 2.85 -0.33 -4.88
C17 2.96 0.02 -3.54
C18 4.28 0.43 -2.95
C19 1.83 0.00 -2.74
C20 0.54 -0.37 -3.19
C21 0.49 -0.72 -4.57
N3 -0.46 -0.39 -2.27
C22 -1.91 -0.57 -2.43
C23 -2.44 -0.98 -3.81
C24 -3.97 -1.13 -3.79
C25 -4.62 0.20 -3.41
C26 -4.13 0.61 -2.02
C27 -4.52 -0.46 -1.00
C28 -3.89 -1.80 -1.40
C29 -4.38 -2.21 -2.79
C30 -2.37 -1.65 -1.43
C31 -2.60 0.75 -2.05
H9 2.42 -1.05 -7.35
H10 0.78 -0.41 -7.35
H11 1.06 -2.09 -6.93
H12 3.73 -0.32 -5.52
H13 5.06 0.45 -3.71
H14 4.60 -0.26 -2.16
H15 4.22 1.43 -2.51
H16 1.96 0.31 -1.70
H17 -0.43 -1.03 -5.03
H18 -1.99 -1.92 -4.12
H19 -2.18 -0.21 -4.55
H20 -4.30 -1.42 -4.80
H21 -5.71 0.11 -3.42
H22 -4.35 0.97 -4.14
H23 -4.57 1.57 -1.73
H24 -5.61 -0.56 -0.96
H25 -4.18 -0.17 0.00
H26 -4.16 -2.56 -0.66
H27 -5.47 -2.33 -2.79
H28 -3.94 -3.17 -3.07
H29 -1.89 -2.60 -1.70
H30 -2.02 -1.40 -0.42
H31 -2.27 1.07 -1.06
H32 -2.29 1.53 -2.75

Summary:
- calculated total energy (eV) = -99985.970
- total charge = -1
- Kohn-Sham gap (eV) = 6.8
- energy relative to the best compared isomer or geometry (same formula, charge and spin) (kcal per mole) = 0.0

Atom charges from the Löwdin analysis, given in e for atoms 1 to 6: 1.452, 0.623, -0.731, -0.723, 0.625, -0.625

=====

(5)
Here is C3H4S2 in the gas phase from the Open Molecules 2025 dataset. Energies are from the ωB97M-V functional and the def2-TZVPD basis.

CARTESIAN COORDINATES (ANGSTROEM)
C1 -0.37 -0.28 -0.87
C2 -0.49 -0.06 0.57
C3 0.70 -0.18 1.49
S1 0.58 1.24 -1.40
S2 0.46 1.47 0.95
H1 0.29 -1.17 -1.28
H2 -1.30 -0.18 -1.41
H3 -1.52 -0.13 0.87
H4 1.65 -0.71 1.08

Summary:
- calculated total energy (eV) = -24842.666
- Kohn-Sham gap (alpha / beta) (eV) = 7.9 / 7.9
- energy relative to the best compared isomer or geometry (same formula, charge and spin) (kcal per mole) = 68.6

Atom charges from the Löwdin analysis, given in e for atoms 1 to 6: -0.577, -0.637, -0.373, 0.482, 0.763, 0.117

=====

(6)
Here is 2 unconnected molecules or ions with the total composition CH8N2O from the Open Molecules 2025 dataset. Energies are from the ωB97M-V functional and the def2-TZVPD basis.

CARTESIAN COORDINATES (ANGSTROEM)
N1 2.69 -0.78 1.91
C1 2.15 0.53 1.58
N2 0.74 0.52 1.17
H1 2.20 -1.19 2.70
H2 2.59 -1.42 1.14
H3 2.25 1.14 2.48
H4 2.75 0.95 0.78
H5 0.37 -0.42 1.13
H6 0.16 1.16 1.68
H7 -3.97 -0.02 -4.59
H8 -5.01 -1.00 -4.03
O1 -4.77 -0.07 -4.05

Summary:
- calculated total energy (eV) = -6194.083
- structure (SMILES) = NCN.O
- Kohn-Sham gap (eV) = 10.0
- energy relative to the best compared isomer or geometry (same formula, charge and spin) (kcal per mole) = 8.0

Atom charges from the Löwdin analysis, given in e for atoms 1 to 6: -0.017, -0.373, -0.017, 0.061, 0.057, 0.103

=====

(7)
Here is 2 unconnected molecules or ions with the total composition H3INP from the Open Molecules 2025 dataset. Energies are from the ωB97M-V functional and the def2-TZVPD basis.

CARTESIAN COORDINATES (ANGSTROEM)
N1 1.56 -1.10 0.41
P1 -0.64 1.57 -0.91
I1 2.94 -2.34 -0.28
H1 1.80 -0.95 1.31
H2 -1.28 2.54 -0.20
H3 0.53 1.47 -0.21

Summary:
- calculated total energy (eV) = -18923.718
- Kohn-Sham gap (alpha / beta) (eV) = 7.3 / 8.6
- energy relative to the best compared isomer or geometry (same formula, charge and spin) (kcal per mole) = 108.0

Taken from the Löwdin analysis, the atomic charges in e are: -0.526, 0.576, 0.705, -0.168, -0.288, -0.298

=====

(8)
Here is 2 unconnected molecules or ions with the total composition C3H4O2 from the Open Molecules 2025 dataset. Energies are from the ωB97M-V functional and the def2-TZVPD basis.

CARTESIAN COORDINATES (ANGSTROEM)
C1 -1.95 0.05 0.16
C2 -1.06 0.91 0.16
C3 0.80 -0.62 -0.11
O1 2.69 0.67 -0.12
O2 1.86 -0.19 0.51
H1 -2.26 -0.98 0.10
H2 0.42 -0.32 -1.10
H3 0.36 -1.53 0.24
H4 -0.88 2.00 0.16

Summary:
- calculated total energy (eV) = -7262.384
- Kohn-Sham gap (alpha / beta) (eV) = 8.1 / 8.1
- energy relative to the best compared isomer or geometry (same formula, charge and spin) (kcal per mole) = 191.4

Atom charges from the Löwdin analysis, given in e for atoms 1 to 6: 0.036, -0.022, -0.004, -0.174, -0.147, 0.042

=====

(9)
Here is a gas-phase ion, C2H9N5O (charge +2) from the Open Molecules 2025 dataset. Energies are from the ωB97M-V functional and the def2-TZVPD basis.

CARTESIAN COORDINATES (ANGSTROEM)
C1 -1.38 0.21 0.09
C2 0.95 -0.04 -0.28
N1 -2.42 0.93 -0.32
N2 -1.63 -0.83 0.80
N3 2.11 0.58 0.59
N4 1.01 -1.27 -0.72
N5 -0.18 0.70 -0.29
O1 3.41 0.23 0.24
H1 -3.32 0.79 0.08
H2 -2.44 1.80 -0.85
H3 -2.64 -1.13 0.96
H4 -1.13 -1.70 0.73
H5 1.83 1.64 0.63
H6 1.85 -1.77 -0.85
H7 0.19 -1.71 -1.21
H8 -0.12 1.74 -0.56
H9 3.93 -0.17 0.97

Summary:
- calculated total energy (eV) = -11698.657
- total charge = +2
- structure (SMILES) = NC(N)=[NH+]C(=[NH2+])NO
- Kohn-Sham gap (eV) = 9.8
- energy relative to the best compared isomer or geometry (same formula, charge and spin) (kcal per mole) = 39.8

Atom charges from the Löwdin analysis, given in e for atoms 1 to 6: -0.406, -0.196, 0.254, 0.252, 0.039, 0.286